The following is a DFT calculation (ωB97M-V/def2-TZVPD) of a 2-piece molecular cluster, C2H7O3PS overall.

## Properties
ΔE to the lowest compared entry with this formula, charge and spin   80.4 kcal per mole
LUMO energy (alpha / beta)   -1.58 / -1.91 eV
F_max   4.309 eV/Å
Energy   -1045.5332 a.u.

Geometry as ORCA input:
```
! wB97M-V def2-TZVPD RIJCOSX def2/J DEFGRID3
* xyz 0 1
S 1.34 -0.01 -0.67
P -1.32 -1.28 -1.13
O 0.83 1.39 -0.55
O 2.48 -0.30 -1.52
O -1.69 0.10 1.08
C 1.78 -0.41 1.06
C -1.87 0.31 -0.34
H 2.31 -1.25 0.96
H -1.16 0.72 1.53
H 0.81 -0.50 1.59
H 2.31 0.40 1.57
H -1.44 -0.71 -2.34
H -1.36 1.16 -0.76
H -3.03 0.36 -0.49
*
```

***

The following is a DFT calculation (ωB97M-V/def2-TZVPD) of an isolated ion of composition C5H10NOS and charge -1.

## Properties
ΔE to the lowest compared entry with this formula, charge and spin   110.9 kcal per mole
LUMO energy   3.48 eV
F_max   4.234 eV/Å
Structure (SMILES)   C[C@H]1CCSCN1[O-]
Energy   -724.5766 a.u.

Geometry as ORCA input:
```
! wB97M-V def2-TZVPD RIJCOSX def2/J DEFGRID3
* xyz -1 1
S -2.06 -0.95 0.47
O -0.59 2.52 -0.64
N -0.24 1.61 0.23
C -1.55 0.77 0.88
C 0.66 0.50 -0.23
C 0.21 -0.50 -1.30
C -0.64 -1.66 -0.50
C 1.54 0.08 0.89
H 0.15 -2.14 0.10
H 1.17 -0.98 -1.57
H 2.45 -0.47 0.52
H -1.08 -2.32 -1.18
H -0.32 -0.18 -2.25
H -1.62 0.87 2.00
H -2.33 1.40 0.49
H 1.32 1.10 -0.84
H 0.98 -0.59 1.52
H 1.96 0.94 1.40
*
```

***

The following is a DFT calculation (ωB97M-V/def2-TZVPD) of C11H12InN2O4S as an isolated structure.

## Properties
LUMO energy   -15.30 eV
F_max   10.037 eV/Å
Energy   -1423.4929 a.u.

Geometry as ORCA input:
```
! wB97M-V def2-TZVPD RIJCOSX def2/J DEFGRID3
* xyz 3 1
In 0.78 -4.49 -3.16
S 1.56 2.89 -3.57
O -1.47 0.64 3.31
O 1.13 -3.89 -1.40
O 1.80 -2.79 -0.86
O -0.43 2.51 2.46
N 0.22 3.30 -2.61
N 2.01 1.26 -3.22
C 1.02 0.86 -2.25
C -1.32 0.53 -0.11
C -2.48 0.44 0.97
C -0.28 1.33 2.92
C 1.84 -1.72 -1.88
C 1.21 0.79 3.05
C -0.35 -0.64 -0.50
C -1.91 -0.28 2.30
C 0.01 2.04 -1.89
C -1.15 1.96 -0.85
C 0.81 -0.53 -1.52
H -3.43 -0.08 0.54
H -1.83 2.84 -0.59
H 0.21 -3.59 -1.69
H 2.91 -1.30 -1.95
H -1.09 -1.07 2.09
H -2.83 1.50 1.28
H -2.80 -0.88 2.74
H -0.50 -1.64 0.05
H 1.87 1.43 2.34
H 1.35 -0.30 2.76
H 1.59 1.00 4.12
H 1.55 -2.14 -2.90
*
```

***

The following is a DFT calculation (ωB97M-V/def2-TZVPD) of an isolated ion of composition C4H13NPS2 and charge +1.

## Properties
ΔE to the lowest compared entry with this formula, charge and spin   0.0 kcal per mole
LUMO energy   -3.10 eV
F_max   3.035 eV/Å
Structure (SMILES)   CS[C@@](C)([NH3+])CPS
Energy   -1352.3996 a.u.

Geometry as ORCA input:
```
! wB97M-V def2-TZVPD RIJCOSX def2/J DEFGRID3
* xyz 1 1
S 0.51 3.14 -1.24
S -0.10 -0.77 1.92
P 1.15 1.28 -2.05
N -1.08 1.15 0.66
C -0.24 -0.01 0.25
C -1.08 -0.90 -0.69
C -0.19 -2.58 1.76
C 1.26 0.37 -0.35
H 0.29 3.89 -2.35
H 1.85 -0.67 -0.40
H 1.86 1.07 0.33
H 0.49 -3.09 1.04
H -1.44 -0.21 -1.49
H -1.19 -2.98 1.54
H -1.00 1.89 -0.02
H -0.57 -1.88 -1.05
H 2.59 1.54 -2.14
H -2.09 0.79 0.65
H -1.97 -1.11 -0.20
H 0.10 -2.77 2.84
H -0.87 1.43 1.59
*
```

***

The following is a DFT calculation (ωB97M-V/def2-TZVPD) of C52H56Cl2FN3O3PPr as an isolated structure.

## Properties
LUMO energy (alpha / beta)   4.22 / 4.22 eV
<S²>   2.0021
F_max   2.302 eV/Å
Energy   -4283.7995 a.u.

Geometry as ORCA input:
```
! wB97M-V def2-TZVPD RIJCOSX def2/J DEFGRID3
* xyz -2 3
Pr -0.51 -1.33 0.61
Cl -3.62 -0.49 1.69
Cl -1.51 1.44 1.55
P -0.55 -1.77 -2.59
F 0.75 -2.96 0.14
O -2.12 -2.73 3.26
O 1.91 -0.47 -2.23
O 2.43 0.37 4.56
N 0.57 0.88 -0.96
N 0.33 0.40 3.63
N 1.52 -0.27 1.29
C 3.80 -1.84 1.26
C -0.78 3.79 4.44
C -0.25 1.41 4.35
C 0.08 -3.55 3.24
C -1.19 1.21 5.39
C -1.06 -2.30 -5.37
C -4.46 -3.22 -2.55
C 1.53 -3.33 -3.52
C -0.27 -1.08 6.02
C -1.94 2.22 -2.47
C 1.49 -0.08 -1.14
C 4.13 1.46 -2.07
C 1.79 -5.69 -3.23
C 1.60 0.10 3.67
C 2.24 -4.49 -3.75
C -0.05 2.75 3.91
C -0.55 -0.71 -7.10
C 0.08 -0.26 -4.84
C -2.36 -2.41 -0.79
C 3.26 -1.40 2.46
C -3.29 -2.69 -3.07
C -0.25 3.83 -3.08
C 0.98 3.04 2.84
C -0.47 2.64 -2.37
C 0.64 -5.72 -2.46
C -1.93 2.28 5.86
C 2.07 3.80 -2.62
C -0.52 -1.44 -4.42
C -0.09 -4.56 -2.24
C 2.29 3.48 3.51
C -1.43 -0.10 6.13
C -2.25 -2.36 -2.21
C -1.01 -2.56 2.72
C -1.75 3.57 5.40
C 2.11 -0.61 2.43
C 0.64 2.01 -1.75
C -2.74 -0.78 5.70
C -2.27 1.82 -3.91
C 0.34 -3.36 -2.79
C -1.11 -1.91 -6.70
C 0.99 4.39 -3.25
C -2.91 0.92 2.49
C 3.15 2.17 -1.12
C 3.20 -1.45 0.07
C 0.51 4.09 1.82
C 3.92 3.28 -0.40
C 0.09 0.09 -6.17
C -2.44 1.13 -1.53
C -4.56 -3.42 -1.18
C 2.05 -0.67 0.13
C -3.54 -3.01 -0.33
C 1.91 2.66 -1.85
H -0.60 4.81 4.10
H -1.72 0.92 -4.17
H -1.63 0.44 -1.28
H -3.65 1.72 2.54
H 2.12 4.37 4.11
H 4.68 -2.46 1.25
H 3.04 3.70 2.76
H -1.58 -2.56 -7.43
H 3.15 -4.45 -4.35
H -0.55 3.98 1.61
H -3.24 0.56 -2.00
H -1.43 -3.27 -5.07
H -0.30 -1.56 5.05
H -3.57 -0.07 5.71
H -2.85 1.57 -0.62
H -3.34 1.62 -4.00
H 3.57 -1.75 -0.90
H 0.57 0.36 -4.10
H 1.17 2.12 2.29
H 0.90 -3.00 3.71
H 1.88 -2.37 -3.88
H 1.05 3.97 0.88
H 1.10 5.28 -3.86
H -0.59 -0.41 -8.14
H 4.63 2.83 0.29
H 0.68 5.11 2.19
H 0.50 -4.09 2.39
H -2.51 3.14 -2.26
H -5.29 -3.48 -3.20
H 0.68 -0.57 6.13
H 0.57 1.01 -6.49
H -2.33 4.38 5.81
H 4.97 1.06 -1.51
H -3.69 -3.17 0.73
H -2.64 -1.21 4.71
H -1.10 4.32 -3.53
H 2.84 1.46 -0.35
H 3.05 4.25 -2.71
H -0.35 -1.86 6.79
H -0.98 -4.58 -1.63
H 2.65 2.68 4.15
H 2.35 -6.60 -3.42
H -5.46 -3.86 -0.78
H -0.33 -4.27 3.97
H 3.63 0.64 -2.59
H 3.71 -1.64 3.42
H -2.54 0.63 3.48
H 0.32 -6.65 -2.03
H -2.01 2.60 -4.62
H 4.48 3.89 -1.10
H -2.97 -1.59 6.38
H 3.25 3.92 0.18
H -2.67 2.10 6.64
H -3.22 -2.52 -4.14
H 4.50 2.16 -2.82
H -1.54 0.18 7.19
*
```

***

The following is a DFT calculation (ωB97M-V/def2-TZVPD) of H11N3O4Si3 as an isolated structure.

## Properties
ΔE to the lowest compared entry with this formula, charge and spin   65.5 kcal per mole
LUMO energy   0.20 eV
F_max   5.274 eV/Å
Energy   -1340.5810 a.u.

Geometry as ORCA input:
```
! wB97M-V def2-TZVPD RIJCOSX def2/J DEFGRID3
* xyz 0 1
Si -1.30 0.91 0.29
Si -2.51 -1.76 1.43
Si 1.82 0.24 0.39
O 1.82 -0.96 -0.66
O -1.93 -0.27 1.26
O 2.67 -0.10 1.70
O -2.09 2.26 0.45
N -1.38 0.78 -1.35
N 3.05 1.79 -0.79
N 0.35 1.04 0.82
H -1.36 -2.64 1.18
H -1.47 2.99 0.71
H 4.08 1.68 -0.58
H 2.83 2.78 -0.47
H -3.34 -1.66 2.65
H 2.48 -1.09 -1.31
H 0.42 1.42 1.72
H -3.61 -1.99 0.44
H -1.43 -0.28 -1.60
H 2.43 -0.60 2.51
H -1.95 1.35 -1.92
*
```

***

The following is a DFT calculation (ωB97M-V/def2-TZVPD) of a 12-piece molecular cluster, C72H162N6O12 overall.

## Properties
ΔE to the lowest compared entry with this formula, charge and spin   32.4 kcal per mole
LUMO energy (alpha / beta)   1.76 / 1.71 eV
<S²>   0.7509
F_max   4.433 eV/Å
Energy   -4071.3018 a.u.

Geometry as ORCA input:
```
! wB97M-V def2-TZVPD RIJCOSX def2/J DEFGRID3
* xyz -1 2
O -1.57 -8.84 -2.96
O 4.15 1.32 5.50
O -3.29 -2.07 -9.42
O -6.61 -2.56 -2.04
O 2.53 5.68 -1.96
O 0.70 -3.99 5.08
O -0.35 1.33 -1.11
O -1.30 5.95 2.71
O 1.51 -3.70 0.65
O 6.01 -3.01 -3.88
O -3.34 5.28 -0.11
O -6.85 -4.15 2.35
N 3.83 -0.01 5.16
N -1.44 5.35 3.95
N -3.11 6.01 -1.26
N 3.51 4.98 -1.27
N 4.75 -3.55 -4.05
N -0.68 0.01 -1.42
C -3.16 -3.06 -8.38
C 2.11 -4.25 -2.87
C -2.97 0.62 -2.59
C -2.90 6.07 -3.68
C 3.68 -1.62 -5.02
C -2.03 3.99 -2.59
C 5.19 -4.90 -2.02
C -1.74 7.02 -3.61
C 2.59 2.88 -2.04
C -0.62 -3.95 5.51
C 4.55 -4.89 -3.42
C -1.01 3.45 5.42
C -3.11 5.13 -2.51
C -0.51 7.33 5.27
C -6.01 -3.46 -2.93
C -1.23 -0.69 -0.18
C -4.85 -3.41 1.41
C -4.51 4.45 -2.53
C 0.06 -0.69 0.73
C 3.44 -1.68 3.34
C -0.54 4.24 4.16
C 2.62 -5.60 1.25
C 5.78 -1.08 6.40
C -1.76 6.37 5.07
C 4.22 -1.05 6.17
C -4.59 -3.71 -8.31
C -2.26 -7.70 -3.18
C 1.26 -4.86 1.50
C -2.49 -2.39 -1.60
C -0.79 0.38 -3.81
C 5.16 -5.95 -4.28
C 2.17 -3.07 -3.65
C 5.22 0.11 3.05
C 4.03 -2.70 4.30
C -2.92 8.13 -0.21
C -1.03 4.41 6.61
C -0.84 3.13 3.09
C -6.91 -3.52 -4.16
C -2.42 -7.55 -4.67
C -3.09 7.17 4.81
C 5.13 3.62 0.80
C -5.03 -5.70 2.63
C -2.44 -0.13 0.61
C -5.79 -4.87 -2.21
C -0.66 -2.99 6.76
C 1.04 4.55 4.19
C 3.86 -0.24 3.75
C 3.03 -5.36 -3.27
C 3.14 3.63 -0.82
C 2.10 3.62 0.35
C -2.65 -2.44 -7.00
C -5.69 -4.67 1.78
C -1.60 -0.11 -2.57
C 3.46 -0.70 7.46
C 3.71 -2.45 5.75
C 5.03 6.99 -1.31
C 3.66 -2.52 -3.77
C -2.09 5.48 6.29
C 3.90 -1.61 -2.51
C -1.95 -1.58 -2.85
C -2.08 7.97 -2.53
C 5.40 5.06 0.27
C -2.24 7.21 -1.20
C 2.81 0.64 3.08
C 0.05 -5.63 0.97
C 4.38 2.86 -0.39
C 3.50 6.55 0.71
C 4.31 5.91 -0.40
C -1.49 -2.12 -0.56
C -1.44 -6.65 -2.57
C -0.78 6.74 -0.68
C -1.43 -3.37 4.24
H -2.56 -1.73 -3.74
H 2.44 1.84 -1.75
H 0.04 7.36 -1.04
H -0.85 -8.97 -3.58
H -2.59 -3.28 -6.30
H -1.71 -1.90 -7.01
H 2.75 -6.05 0.27
H -4.64 3.86 -3.44
H 3.60 -1.33 8.34
H 4.68 -6.09 -5.25
H -2.01 5.67 2.14
H -6.55 -5.06 -1.45
H 6.11 -0.32 7.11
H -0.12 7.19 6.27
H -5.92 -5.67 -2.94
H 1.27 5.43 4.79
H 3.25 -2.37 -5.69
H 6.35 -0.87 5.50
H -7.93 -3.83 -3.92
H -3.56 0.38 -1.71
H 6.15 4.91 -0.51
H 5.11 -2.66 4.15
H 1.89 0.47 3.65
H 3.24 1.64 5.42
H 2.97 1.71 3.20
H -1.01 -2.43 3.88
H -2.64 -1.42 -9.13
H -2.57 0.95 0.54
H 6.23 -5.83 -4.39
H 2.63 -2.38 5.80
H 0.90 -3.86 -0.08
H -3.36 7.64 0.66
H 1.06 3.68 0.04
H -1.05 4.43 -2.37
H 2.46 -4.06 -1.85
H -5.32 -2.89 0.57
H -1.69 -2.79 7.06
H 6.10 3.22 1.10
H -4.65 -4.58 -7.66
H -5.07 -3.12 -3.37
H -6.52 -4.31 -4.80
H -3.04 7.88 5.64
H 5.74 7.61 -0.75
H 5.38 -0.18 2.01
H -2.44 -3.08 4.53
H 3.73 7.59 0.94
H 2.47 -6.45 1.91
H -3.26 -7.80 -2.75
H -3.71 8.78 -0.59
H -3.07 5.03 6.16
H 1.46 4.85 3.23
H 4.19 -3.25 6.32
H 6.13 -3.03 -2.93
H -0.12 1.24 -3.71
H 2.75 5.40 -2.85
H -5.42 -3.01 -8.13
H -2.20 3.50 -1.63
H -7.37 -3.73 1.66
H -3.92 -3.88 1.09
H 2.12 2.62 0.79
H -3.07 8.42 -2.67
H -4.64 -2.69 2.20
H 3.87 -2.19 -1.58
H -1.90 2.89 3.08
H 1.53 -3.12 -4.53
H -2.77 5.40 -4.54
H -3.50 0.63 -3.54
H -2.23 8.94 0.04
H -1.90 -2.64 0.30
H 6.26 -4.72 -2.15
H 1.68 3.25 -2.52
H 3.14 -0.84 -2.37
H 5.46 6.46 -2.16
H -2.41 -0.47 1.64
H 1.74 3.76 4.45
H -2.70 -6.50 -4.76
H -0.88 8.36 5.26
H -0.34 -6.42 1.61
H -0.53 5.72 -0.99
H 4.36 7.71 -1.77
H 4.80 -6.94 -4.01
H -0.59 3.61 2.15
H -0.84 -5.02 0.84
H -0.57 -2.65 -0.80
H -4.84 3.80 -1.73
H 0.61 1.31 -1.22
H -0.06 -1.26 1.66
H 2.43 6.52 0.51
H -0.47 2.53 5.64
H -0.59 6.85 0.39
H -3.82 6.59 -3.96
H 2.58 0.32 2.07
H -1.07 -2.18 -3.07
H 2.92 -0.85 -5.01
H 1.09 -4.61 -2.75
H 4.55 3.49 1.72
H 0.26 -6.09 0.00
H 3.65 -3.71 4.14
H -1.67 -7.87 -5.39
H -5.48 -6.68 2.59
H -1.25 3.82 7.50
H -0.20 -3.50 7.61
H 2.37 -1.89 3.26
H -0.07 -2.07 6.65
H -2.00 3.29 -3.42
H -4.02 6.61 4.79
H -3.96 -5.71 2.43
H -0.04 4.86 6.75
H -2.13 6.18 7.13
H 2.33 4.18 1.26
H -1.46 -6.64 -1.48
H 3.34 2.67 -2.80
H -5.10 -5.30 3.65
H -1.06 -4.91 5.80
H 2.85 -6.16 -2.55
H 3.75 6.22 1.72
H -2.31 -3.64 -8.74
H 3.45 -4.97 1.56
H 5.02 2.84 -1.26
H 4.81 -1.01 -2.56
H 4.95 -4.02 -1.43
H 3.87 -1.83 2.35
H -4.77 -4.91 -1.81
H 0.97 -1.08 0.29
H -3.37 -8.03 -4.89
H -2.56 -3.45 -1.86
H -0.83 6.45 -3.39
H -1.97 2.96 5.26
H -3.55 -2.23 -1.39
H -3.42 -1.86 -6.50
H -1.83 -5.64 -2.73
H -4.25 5.07 -0.33
H 2.70 -5.85 -4.18
H -5.93 -5.06 0.79
H -6.84 -2.59 -4.72
H -1.43 0.64 -4.66
H 5.50 1.16 3.17
H 4.66 -1.41 -5.47
H -3.05 7.73 3.87
H 4.25 1.79 -0.19
H -7.09 -1.99 -2.64
H 0.31 0.28 1.16
H 1.56 -2.41 -3.03
H 5.95 5.59 1.05
H -1.44 8.84 -2.43
H -1.65 7.48 -4.60
H 4.98 -5.72 -1.34
H 6.05 -0.52 3.35
H 0.26 7.17 4.51
H -2.86 1.69 -2.40
H -0.46 -6.72 -3.03
H -4.84 -4.05 -9.31
H 2.40 -0.64 7.21
H -0.12 -0.39 -4.21
H -3.42 -0.42 0.24
H 1.24 -4.57 2.55
H -1.36 -4.06 3.40
H 3.88 0.24 7.82
H -0.33 2.17 3.14
H -5.42 5.05 -2.56
H 1.17 -4.40 5.81
H 6.05 -2.03 6.85
*
```

***

The following is a DFT calculation (ωB97M-V/def2-TZVPD) of an isolated ion of composition C4H8IN2 and charge +1.

## Properties
ΔE to the lowest compared entry with this formula, charge and spin   104.3 kcal per mole
LUMO energy (alpha / beta)   -5.08 / -4.76 eV
F_max   2.071 eV/Å
Energy   -564.0133 a.u.

Geometry as ORCA input:
```
! wB97M-V def2-TZVPD RIJCOSX def2/J DEFGRID3
* xyz 1 1
I -3.73 0.07 0.02
N -0.68 0.02 0.26
N -1.13 -2.88 0.15
C -0.01 -2.41 0.06
C -1.80 -0.02 -0.65
C 0.42 -0.95 -0.04
C -0.12 1.40 0.29
H -1.58 -0.11 -1.70
H -1.05 -0.19 1.20
H 0.88 -3.05 0.01
H 0.79 1.45 0.89
H 0.10 1.73 -0.72
H -0.86 2.08 0.72
H 0.77 -0.76 -1.06
H 1.24 -0.78 0.66
*
```